C5H8N2O | ωB97M-V/def2-TZVPD

## Properties
E_tot in Eh: -380.012985
HOMO in eV: -9.4758
Lowest unoccupied orbital energy in eV: 0.262
Energy relative to the best compared isomer or geometry (same formula, charge and spin) in kcal/mol: 47.2
Multiplicity: 1

Each line ends with the Mulliken charge.
CARTESIAN COORDINATES (ANGSTROEM)
C1 1.205 1.381 -0.847  -0.28
C2 1.657 0.245 -0.053  0.75
N1 0.556 -0.379 0.302  -0.08
H1 -1.077 -0.429 -1.495  0.31
C3 0.500 -1.724 0.733  -0.89
H2 -0.271 -1.746 1.623  0.22
H3 1.574 -1.894 1.063  0.36
H4 -2.591 1.479 -0.095  0.34
C4 -0.760 0.386 -0.739  0.38
N2 0.006 1.448 -1.207  -0.55
O1 2.797 -0.046 0.261  -0.68
H5 -1.332 0.998 1.091  0.32
H6 1.949 2.187 -1.196  0.35
C5 -1.899 0.683 0.221  -1.13
H7 -2.469 -0.249 0.448  0.29
H8 0.156 -2.338 -0.112  0.28

---

H3NO2 | ωB97M-V/def2-TZVPD

## Properties
E_tot in Eh: -206.767016
HOMO (alpha / beta) in eV: -9.3189 / -9.3210
Lowest unoccupied orbital energy (alpha / beta) in eV: -2.250 / -2.253
Energy relative to the best compared isomer or geometry (same formula, charge and spin) in kcal/mol: 101.8
Multiplicity: 1

Each line ends with the Mulliken charge.
CARTESIAN COORDINATES (ANGSTROEM)
H1 -2.080 0.595 -0.637  0.36
H2 1.384 0.353 0.889  0.26
H3 1.775 -0.759 -0.271  0.24
N1 1.435 0.182 -0.109  -0.42
O1 -1.701 0.275 0.208  -0.20
O2 -0.812 -0.646 -0.080  -0.24

---

C9H8Br9NO2 | ωB97M-V/def2-TZVPD

## Properties
E_tot in Eh: -23719.005602
HOMO (alpha / beta) in eV: -1.6887 / -5.2368
Lowest unoccupied orbital energy (alpha / beta) in eV: 1.459 / 1.460
Energy relative to the best compared isomer or geometry (same formula, charge and spin) in kcal/mol: 0.0
Multiplicity: 2
Charge: -1

Each line ends with the Mulliken charge.
CARTESIAN COORDINATES (ANGSTROEM)
C1 0.246 -0.104 -2.186  -0.59
Br1 0.047 3.000 2.591  -0.10
C2 -2.977 -1.623 1.797  -0.10
H1 -3.061 -0.081 -1.318  0.64
C3 -1.624 1.474 -0.856  -0.75
H2 -2.280 2.139 -0.314  0.43
Br2 -3.457 -2.815 3.351  -0.08
C4 0.586 1.133 -1.639  -0.24
Br3 2.777 2.488 0.885  -0.02
Br4 3.008 -2.865 -0.711  -0.03
H3 2.161 -0.561 0.077  -0.11
O1 2.314 -0.486 -3.072  -0.75
H4 1.592 1.499 -1.780  0.54
C5 2.372 -1.491 0.604  0.18
C6 -1.072 -0.542 -2.062  -0.41
C7 1.734 1.877 2.436  0.18
N1 1.171 -0.939 -2.941  0.92
Br5 0.567 -1.921 1.313  0.07
C8 -2.033 0.245 -1.387  -0.51
Br6 3.609 -1.190 2.114  -0.04
H5 -0.087 2.888 -0.575  0.60
C9 -0.325 1.922 -0.994  -0.39
H6 1.566 0.811 2.279  -0.07
H7 -2.121 -2.034 1.262  0.06
H8 -1.471 -1.480 -2.420  0.40
Br7 -4.500 -1.584 0.518  -0.04
O2 0.754 -2.020 -3.451  -0.78
Br8 2.981 2.049 3.988  -0.08
Br9 -2.477 0.212 2.491  0.06

---

C14H30BN2S | ωB97M-V/def2-TZVPD

## Properties
E_tot in Eh: -1083.966437
HOMO in eV: -3.5890
Lowest unoccupied orbital energy in eV: 2.212
Multiplicity: 1
Charge: -1

Each line ends with the Mulliken charge.
CARTESIAN COORDINATES (ANGSTROEM)
H1 5.613 -1.870 -0.065  0.23
H2 -4.231 -3.469 3.125  0.27
H3 -0.271 -1.555 2.062  0.42
H4 -0.578 1.291 -3.094  0.30
H5 -5.961 -1.851 3.931  0.31
H6 0.749 2.319 -2.541  0.30
C1 0.944 -0.221 0.655  0.27
C2 -0.419 -0.616 1.438  -1.13
H7 -4.724 0.260 3.619  0.34
H8 -1.248 -0.758 0.680  0.20
H9 -0.687 4.342 -2.772  0.30
H10 3.912 -1.859 1.708  0.41
H11 6.333 -0.130 0.039  0.17
H12 6.379 -1.224 -2.428  -0.22
S1 5.842 1.235 -2.494  -0.43
H13 -2.944 3.334 -2.395  0.35
C3 -4.944 -3.014 2.433  -0.37
H14 3.078 -0.290 2.155  0.30
C4 -4.324 -0.667 3.202  -1.10
H15 -6.180 -1.247 2.293  0.29
H16 3.435 -0.012 -0.694  -0.05
C5 -2.480 3.333 -3.383  -1.14
C6 -0.960 3.419 -3.290  -0.52
H17 4.290 0.928 0.617  0.26
H18 -2.876 4.193 -3.928  0.33
B1 5.483 -0.561 -2.002  0.21
H19 1.574 -2.363 1.199  0.38
H20 -0.688 0.227 2.140  0.25
H21 -3.576 -1.058 3.897  0.30
H22 4.431 -0.894 -2.495  -0.23
C7 4.132 -0.120 0.200  -0.07
H23 0.695 0.087 -0.409  -0.32
C8 -5.447 -1.676 2.981  -0.44
C9 -4.278 -2.806 1.113  0.22
H24 4.709 2.018 -2.383  -0.03
H25 -0.544 3.482 -4.299  0.33
C10 1.951 -1.461 0.619  -0.81
C11 -0.856 2.137 -1.171  0.26
H26 1.420 0.686 1.150  0.33
N1 -1.254 2.073 -0.082  -0.48
C12 5.479 -0.785 -0.348  -0.80
C13 -0.338 2.219 -2.571  -0.27
H27 -2.790 2.425 -3.909  0.29
H28 2.170 -1.754 -0.447  0.36
H29 -5.779 -3.707 2.305  0.29
N2 -3.758 -2.645 0.087  -0.43
H30 -3.823 -0.411 2.266  0.32
C14 3.340 -0.984 1.287  -0.79

---

Results for F_max: 0.0929, 0.0536, 0.0732, 0.0342 (in hartree/bohr, following the order of the records).